Entry 1:
DFT (ωB97M-V/def2-TZVPD) results for a structure of composition C40H43BClEuIN8OSSi.

- 2S+1: 7
- E_tot: -4244.2213 Ha
- Total charge: -1
- Energy above the lowest of the compared OMol25 structures with the same formula, charge and spin: 1.697 eV
- ⟨S²⟩: 12.035
- LUMO level (spin up / spin down): 2.21 / 2.21 eV
- Gap between HOMO and LUMO (spin up / spin down): 4.627 / 4.560 eV

Cartesian coordinates (Å):
Eu1 0.1558 0.3019 -0.0619
C1 -1.1376 4.1835 0.0274
C2 -1.4553 3.4364 1.2623
C3 -2.2997 3.7701 2.4031
C4 -2.0005 2.7745 3.3462
C5 -2.6335 2.4676 4.6221
N1 -1.1583 1.8631 2.8158
N2 -0.8670 2.2276 1.4997
B1 -0.3751 0.6911 3.4098
N3 1.1453 0.9050 3.3528
N4 1.6279 1.1139 2.0495
C6 2.8865 1.5363 2.1549
C7 3.6629 1.8545 0.9558
C8 3.2572 1.6360 3.5451
C9 2.1153 1.2184 4.2504
C10 1.9926 0.9510 5.7098
N5 -0.7935 -0.6494 2.7258
N6 -1.8359 -0.6424 1.8337
C11 -2.4644 -1.8091 1.9760
C12 -3.6931 -1.9742 1.1729
C13 -1.7976 -2.6051 2.9802
C14 -0.7127 -1.8448 3.4059
C15 0.3418 -2.1521 4.3461
H1 -0.9362 5.2486 0.2735
H2 -1.9253 4.1321 -0.7307
H3 -0.2305 3.7649 -0.4004
H4 -2.9603 4.6369 2.5058
H5 -3.2568 3.3177 4.9720
H6 -1.8481 2.3260 5.3796
H7 -3.2670 1.5642 4.5546
H8 -0.5750 0.5985 4.5771
H9 3.0930 2.5225 0.2906
H10 3.8578 0.9250 0.3685
H11 4.6077 2.3454 1.2221
H12 4.1797 2.0079 3.9468
H13 2.8218 1.4274 6.2178
H14 2.1520 -0.1496 5.8406
H15 1.0222 1.3048 6.1230
H16 -3.4679 -2.1339 0.0968
H17 -4.2823 -1.0481 1.2073
H18 -4.3016 -2.8124 1.5222
H19 -2.1463 -3.5538 3.3739
H20 0.6894 -3.1811 4.1672
H21 0.0177 -2.0474 5.4005
H22 1.2097 -1.4802 4.1478
Cl1 -0.3092 -7.2351 -0.6160
C16 0.1693 -5.5916 -0.3494
C17 1.0334 -5.3449 0.6957
C18 1.4243 -3.9936 0.9818
I1 2.7351 -3.9810 2.6069
C19 0.8939 -2.8657 0.3026
O1 1.2226 -1.6649 0.5463
C20 -0.0525 -3.1814 -0.7669
N7 -0.5849 -2.1144 -1.4304
C21 -1.5152 -2.3331 -2.3909
C22 -1.9983 -3.6076 -2.7115
C23 -1.3985 -4.7275 -2.1399
C24 -0.4411 -4.5487 -1.0972
H23 1.4109 -6.2252 1.2103
H24 -1.8821 -1.4579 -2.9355
H25 -2.7127 -3.6815 -3.5425
H26 -1.6193 -5.7646 -2.4181
S1 -1.7334 2.6447 -4.2207
C25 -3.0332 2.1257 -3.2153
C26 -4.3821 2.3601 -3.4378
C27 -5.3119 1.7737 -2.5470
C28 -4.8617 0.9846 -1.4848
C29 -3.5085 0.8074 -1.2128
C30 -2.5726 1.3201 -2.1458
N8 -1.1681 1.0521 -2.2252
C31 -0.6652 1.5605 -3.3536
C32 0.7926 1.7227 -3.5199
C33 1.2525 3.0603 -3.8126
C34 2.5290 3.5303 -3.3791
C35 3.3623 2.7827 -2.5593
C36 2.9422 1.4774 -2.2700
C37 1.8377 0.8678 -2.9256
H27 -4.7284 2.8974 -4.3125
H28 -6.4096 1.8335 -2.7244
H29 -5.6070 0.4974 -0.8430
H30 -3.1620 0.2523 -0.3661
H31 0.6005 3.7693 -4.3179
H32 2.8760 4.5148 -3.7404
H33 4.3075 3.1782 -2.1933
H34 3.4715 0.8877 -1.5319
C38 3.5916 -1.2805 -2.0481
Si1 2.6736 -0.6858 -3.6430
C39 1.4655 -2.1159 -4.0063
C40 3.7786 -0.2915 -5.1388
H35 4.5054 -0.6887 -1.9285
H36 3.8289 -2.3423 -2.1916
H37 2.9827 -1.1458 -1.1266
H38 1.9243 -2.9577 -4.5643
H39 0.5132 -1.8584 -4.5165
H40 1.1319 -2.5650 -3.0399
H41 4.3829 -1.1795 -5.3728
H42 4.4351 0.5808 -4.8550
H43 3.1680 -0.0208 -6.0149

=====

Entry 2:
DFT (ωB97M-V/def2-TZVPD) results for a structure of composition C40H43BaNO2PS4.

- E_tot: -3714.6539 Ha
- Total charge: +1
- Energy above the lowest of the compared OMol25 structures with the same formula, charge and spin: 1.793 eV
- LUMO level: -3.08 eV
- Gap between HOMO and LUMO: 6.021 eV

Cartesian coordinates (Å):
Ba1 0.1884 -0.2845 -0.5222
C1 -0.6767 -3.5381 -4.4060
C2 -2.0087 -3.5811 -3.6799
S1 -2.5797 -1.9701 -3.0397
C3 -3.0580 -1.1406 -4.6022
C4 -3.1988 0.3551 -4.3960
S2 -1.6733 1.1879 -3.8516
C5 -0.7230 1.1609 -5.4210
C6 0.7448 1.4553 -5.1849
S3 1.6183 0.2494 -4.1368
C7 1.6529 -1.2133 -5.2391
C8 1.9502 -2.4791 -4.4583
S4 0.6554 -2.9862 -3.2804
H1 -0.7064 -2.8563 -5.2559
H2 -0.4210 -4.5377 -4.7647
H3 -1.9289 -4.2006 -2.7865
H4 -2.7842 -3.9867 -4.3319
H5 -4.0144 -1.5561 -4.9275
H6 -2.3002 -1.3704 -5.3520
H7 -3.9112 0.5561 -3.5963
H8 -3.5350 0.8360 -5.3166
H9 -1.1403 1.9248 -6.0808
H10 -0.8660 0.1834 -5.8815
H11 0.8562 2.3957 -4.6454
H12 1.2784 1.5148 -6.1354
H13 2.4373 -1.0521 -5.9822
H14 0.6912 -1.2730 -5.7478
H15 2.8279 -2.3296 -3.8285
H16 2.1304 -3.3125 -5.1390
C9 -6.0169 -1.2155 -1.2300
C10 -5.4498 -2.2845 -0.5563
C11 -4.3260 -2.0933 0.2229
C12 -3.7637 -0.8257 0.3472
C13 -4.3262 0.2399 -0.3432
C14 -5.4528 0.0436 -1.1237
P1 -2.2687 -0.6776 1.3891
C15 -2.9870 -1.1350 3.0091
C16 -4.3254 -0.9196 3.3292
C17 -4.8068 -1.2811 4.5743
C18 -3.9608 -1.8672 5.5033
C19 -2.6316 -2.0970 5.1861
C20 -2.1459 -1.7331 3.9433
C21 -2.0901 1.1350 1.4302
C22 -2.8342 1.9451 2.2820
C23 -2.7088 3.3210 2.2051
C24 -1.8578 3.8812 1.2693
C25 -1.0971 3.0638 0.4426
C26 -1.1853 1.6830 0.5163
H17 -6.8946 -1.3632 -1.8398
H18 -5.8834 -3.2683 -0.6387
H19 -3.8772 -2.9245 0.7507
H20 -3.8842 1.2234 -0.2645
H21 -5.8908 0.8853 -1.6405
H22 -4.9927 -0.4761 2.6034
H23 -5.8450 -1.1034 4.8183
H24 -4.3420 -2.1455 6.4739
H25 -1.9764 -2.5622 5.9084
H26 -1.1103 -1.9156 3.6825
H27 -3.5163 1.5093 2.9998
H28 -3.2714 3.9515 2.8744
H29 -1.7728 4.9548 1.1908
H30 -0.4084 3.5298 -0.2557
C27 4.6505 2.3204 -0.3552
O1 4.8719 1.2971 0.5942
C28 5.8521 1.3636 1.5330
C29 6.6282 2.4606 1.8858
C30 7.5655 2.3475 2.9029
C31 7.7875 1.1419 3.5449
C32 7.0344 0.0340 3.1939
C33 6.0558 0.1529 2.2256
N1 5.1855 -0.9233 1.9059
C34 3.8670 -0.7821 1.9409
C35 3.1390 0.1077 2.7230
C36 3.6681 0.7831 3.8578
C37 2.8810 1.5669 4.6421
C38 1.5176 1.7404 4.3228
C39 0.9597 1.1010 3.2593
C40 1.7336 0.2702 2.3935
O2 1.2376 -0.2412 1.3527
H31 4.9966 3.2984 -0.0246
H32 3.5674 2.3510 -0.5101
H33 5.1508 2.0579 -1.2947
H34 6.5163 3.4102 1.3859
H35 8.1380 3.2181 3.1841
H36 8.5329 1.0574 4.3198
H37 7.1811 -0.9171 3.6819
H38 5.5809 -1.6829 1.3654
H39 3.2842 -1.4507 1.3138
H40 4.7029 0.6244 4.1141
H41 3.2877 2.0479 5.5183
H42 0.9085 2.3898 4.9342
H43 -0.0871 1.2263 3.0223

=====

Entry 3:
DFT (ωB97M-V/def2-TZVPD) results for an isolated molecule of C40H43F4N3O3.

- E_tot: -2339.3102 Ha
- Total charge: 0
- Energy above the lowest of the compared OMol25 structures with the same formula, charge and spin: 0.000 eV
- LUMO level: -0.82 eV
- Gap between HOMO and LUMO: 6.853 eV

Cartesian coordinates (Å):
F1 -2.7085 1.2503 1.6662
C1 -1.5435 0.5783 1.4210
C2 -1.4974 -0.7504 1.6161
F2 -2.6495 -1.4476 1.7206
C3 -0.2503 -1.5353 1.5208
O1 -0.2390 -2.7598 1.7238
C4 0.8917 -0.8000 0.9952
F3 1.9565 -1.5321 0.5978
C5 0.8683 0.5126 0.7962
F4 1.9938 1.1934 0.5145
C6 -0.3471 1.4222 1.1051
O2 -0.0088 2.1994 2.1175
C7 -0.5709 5.8150 6.0391
O3 -0.7987 6.7210 4.9522
C8 -1.0372 6.1923 3.7253
C9 -1.2330 4.8110 3.5089
C10 -1.6626 4.3887 2.2641
C11 -1.7353 5.2529 1.1563
C12 -2.0982 4.6404 -0.1066
N1 -2.9246 5.2920 -1.0128
C13 -3.8203 6.3772 -0.7491
C14 -3.8677 7.4766 -1.6232
C15 -3.1247 7.5336 -2.9661
C16 -1.9092 8.4417 -2.8880
C17 -4.0416 7.9380 -4.1156
C18 -4.5948 8.6026 -1.2209
C19 -5.3175 8.6222 -0.0309
C20 -5.3955 7.4592 0.7340
C21 -4.6881 6.3129 0.3595
C22 -4.9941 4.9869 1.0876
C23 -6.3066 4.3976 0.5839
C24 -4.9676 5.1393 2.6018
N2 -2.9143 4.6580 -2.1962
N3 -2.1802 3.5414 -2.0084
C25 -2.0383 2.6000 -3.1017
C26 -1.4000 3.0203 -4.2896
C27 -0.7241 4.3818 -4.3542
C28 -0.6352 4.9695 -5.7609
C29 0.6382 4.3466 -3.6881
C30 -1.3780 2.1668 -5.3929
C31 -1.9890 0.9152 -5.3400
C32 -2.6986 0.5485 -4.1944
C33 -2.7721 1.4034 -3.0886
C34 -3.7354 1.0364 -1.9608
C35 -3.3995 -0.3156 -1.3484
C36 -5.2013 1.0609 -2.3983
C37 -1.7052 3.4599 -0.6807
C38 -0.6768 2.5027 -0.2955
C39 -1.5146 6.6553 1.3813
C40 -1.2087 7.1139 2.6462
H1 -0.3330 6.4424 6.8941
H2 -1.4650 5.2198 6.2420
H3 0.2648 5.1459 5.8173
H4 -1.1533 4.0719 4.3107
H5 -1.9998 3.3592 2.1143
H6 -2.7902 6.5132 -3.1576
H7 -1.2451 8.1129 -2.0821
H8 -1.3482 8.4052 -3.8292
H9 -2.1996 9.4808 -2.6805
H10 -4.8824 7.2439 -4.1854
H11 -4.4420 8.9466 -3.9650
H12 -3.4949 7.9071 -5.0638
H13 -4.5919 9.4930 -1.8665
H14 -5.8537 9.5221 0.2886
H15 -6.0263 7.4220 1.6230
H16 -4.2016 4.2884 0.7998
H17 -6.2924 4.3094 -0.5098
H18 -6.4627 3.3998 1.0083
H19 -7.1505 5.0424 0.8589
H20 -4.1485 5.7847 2.9340
H21 -5.9093 5.5709 2.9567
H22 -4.8280 4.1618 3.0771
H23 -1.3875 5.0338 -3.7767
H24 -1.6180 4.9463 -6.2471
H25 -0.3212 6.0196 -5.6938
H26 0.0890 4.4247 -6.3862
H27 0.5760 3.9548 -2.6689
H28 1.3173 3.6955 -4.2546
H29 1.0663 5.3533 -3.6412
H30 -0.8779 2.4684 -6.3264
H31 -1.9442 0.2278 -6.1899
H32 -3.2259 -0.4027 -4.1490
H33 -3.6144 1.7862 -1.1694
H34 -2.3540 -0.3396 -1.0223
H35 -4.0406 -0.4972 -0.4763
H36 -3.5351 -1.1348 -2.0643
H37 -5.4535 2.0318 -2.8370
H38 -5.4124 0.2766 -3.1383
H39 -5.8469 0.8994 -1.5266
H40 -0.4652 1.8314 -1.2067
H41 0.2097 3.0361 0.1160
H42 -1.6369 7.3534 0.5414
H43 -1.1287 8.1876 2.8429